Below is a cluster of 2 separate species, C14H16O2 in total at a distorted geometry, with properties calculated with ωB97M-V/def2-TZVPD.

Calculated values
Multiplicity: 2
Relative energy (zero: lowest compared OMol25 entry of this formula, charge and spin) in eV: 1.419
<S²>: 0.763
Total charge: -1
Calculated total energy in Ha: -693.4501

Element x y z (Å)
C (1.4661, 1.8006, 1.0801)
C (-1.3012, 2.0316, -1.4848)
C (-0.0466, 1.8054, -0.9250)
C (-2.4463, 2.1013, -0.6964)
C (0.1326, 1.7189, 0.4443)
C (-2.3201, 1.8639, 0.6526)
C (-1.0318, 1.7068, 1.2295)
O (-3.5430, 2.7856, -1.2515)
H (-1.4519, 2.2078, -2.5507)
H (0.8005, 1.7088, -1.6634)
H (-3.8603, 2.2319, -2.0006)
H (-3.1680, 1.8878, 1.3203)
H (1.5909, 1.7140, 2.1573)
H (1.9682, 2.7462, 0.7727)
H (-1.0395, 1.4987, 2.2678)
H (2.0718, 1.0363, 0.5782)
C (-1.0338, -2.2578, 1.6138)
C (1.3187, -1.9015, 1.1193)
C (0.0754, -2.0911, 0.5934)
C (2.3957, -1.8310, 0.1452)
C (-0.3287, -1.9647, -0.7462)
C (2.0440, -1.9184, -1.1957)
C (0.7383, -1.9821, -1.6826)
O (2.9570, -1.7025, -2.2048)
H (1.6443, -1.5667, 2.0645)
H (3.4290, -1.5446, 0.3240)
H (-0.6258, -2.4607, 2.6027)
H (-2.0086, -2.7219, 1.5124)
H (-1.3957, -2.2135, -0.9483)
H (0.5236, -1.7446, -2.7135)
H (3.9136, -1.7106, -2.0390)
H (-1.4681, -1.2340, 1.6247)

***

Below is a cluster of 2 separate species, C14H16O2 in total at a distorted geometry, with properties calculated with ωB97M-V/def2-TZVPD.

Calculated values
Multiplicity: 1
Relative energy (zero: lowest compared OMol25 entry of this formula, charge and spin) in eV: 1.174
Calculated total energy in Ha: -693.5134

Element x y z (Å)
C (-2.0789, 3.1909, -1.0006)
C (-0.9230, 2.3192, -1.4622)
C (-0.9885, 0.9446, -1.6590)
C (0.0489, 0.2128, -2.2200)
C (1.1371, 0.8425, -2.8009)
O (1.9407, 0.3315, -3.7712)
C (1.3393, 2.1638, -2.4103)
C (0.3406, 2.8404, -1.7284)
H (-1.9088, 3.9964, -1.7251)
H (-1.7635, 3.7502, -0.1145)
H (-3.0709, 2.7676, -0.9866)
H (-1.7340, 0.3086, -1.1951)
H (-0.1760, -0.8107, -2.5090)
H (1.7107, -0.5919, -3.9298)
H (2.2144, 2.7594, -2.6326)
H (0.5573, 3.8435, -1.3780)
C (-0.2279, -0.4467, 4.0310)
C (0.0618, -1.2477, 2.7980)
C (1.2796, -1.7955, 2.4230)
C (1.4930, -2.5679, 1.2938)
C (0.4593, -2.8055, 0.3867)
O (0.5127, -3.6351, -0.6871)
C (-0.7529, -2.2528, 0.7656)
C (-0.9879, -1.5065, 1.9106)
H (0.5685, 0.2207, 4.3325)
H (-0.5015, -1.0643, 4.8844)
H (-1.0226, 0.2604, 3.7886)
H (2.0963, -1.7490, 3.1366)
H (2.5059, -2.9339, 1.1590)
H (1.4044, -4.0128, -0.7260)
H (-1.6134, -2.3763, 0.1150)
H (-1.9208, -0.9559, 1.9118)

***

Below is a structure of composition C14H17BF6N6OPt at a distorted geometry, with properties calculated with ωB97M-V/def2-TZVPD.

Calculated values
Multiplicity: 3
Relative energy (zero: lowest compared OMol25 entry of this formula, charge and spin) in eV: 1.398
<S²>: 2.006
Calculated total energy in Ha: -1690.7225

Element x y z (Å)
H (0.5880, -3.6464, -0.5801)
N (0.6472, -1.6103, -1.2441)
B (1.0871, 0.6003, -2.6646)
N (1.1757, -0.9653, -2.3676)
C (1.5355, -1.9450, -3.2346)
Pt (-0.8772, -1.3126, -0.1487)
H (1.8183, -1.7102, -4.2700)
C (1.3445, -3.2066, -2.6446)
H (1.4301, -4.1849, -3.0946)
C (0.8710, -2.9551, -1.3741)
H (1.1688, 0.7672, -3.8683)
C (0.6546, 3.3401, 3.8790)
H (0.0701, 3.2937, 4.8071)
H (0.2109, 2.6442, 3.1539)
H (0.5802, 4.3568, 3.4715)
N (2.4668, 1.6430, -2.4243)
N (-0.3828, 0.9719, -2.1960)
N (3.0321, 1.7187, -1.1830)
N (-1.0738, 0.4617, -1.0656)
C (3.2121, 2.5021, -3.2678)
C (-1.2808, 1.7152, -2.8926)
H (3.0507, 2.6596, -4.3386)
H (-1.0518, 2.0770, -3.8829)
C (4.1825, 3.1530, -2.4926)
C (-2.4847, 1.8138, -2.1815)
C (4.0232, 2.6304, -1.1862)
C (-2.2845, 1.0964, -1.0074)
H (4.8665, 3.9293, -2.7432)
H (-3.4191, 2.2557, -2.4915)
H (4.5931, 2.8262, -0.2679)
H (-2.9401, 0.9596, -0.1628)
H (1.6375, 3.0948, 4.0580)
C (-0.8520, -1.2059, 2.8341)
C (-2.0457, -2.0343, 2.3548)
O (-2.3649, -1.9947, 1.0178)
C (-1.8368, -3.5317, 2.8277)
F (-1.8433, -3.6360, 4.1987)
F (-2.7478, -4.4021, 2.3566)
F (-0.5994, -3.9695, 2.4085)
C (-3.3030, -1.4529, 3.0776)
F (-3.2085, -1.5405, 4.4413)
F (-3.4096, -0.1152, 2.7715)
F (-4.4581, -2.0066, 2.6719)
H (-0.0182, -1.1763, 2.1030)
H (-0.5374, -1.6961, 3.7535)
H (-1.2273, -0.2123, 3.0889)

***

Below is a structure of composition C14H17BeIN2O2 at a distorted geometry, with properties calculated with ωB97M-V/def2-TZVPD.

Calculated values
Multiplicity: 1
Relative energy (zero: lowest compared OMol25 entry of this formula, charge and spin) in eV: 0.000
Calculated total energy in Ha: -1116.2086

Element x y z (Å)
C (0.2657, 1.0389, 0.9705)
C (1.1120, -2.0429, 1.9699)
H (1.2956, 1.3891, 0.7758)
H (0.3050, 0.4221, 1.8809)
H (-0.3029, 1.9536, 1.2392)
H (1.0622, -3.0749, 1.6129)
H (1.4030, -2.0119, 3.0304)
H (0.1510, -1.5442, 1.8222)
C (-0.0625, 2.9861, -1.8130)
C (0.1825, 3.6909, -3.0007)
C (0.1249, 3.0138, -4.2253)
C (-0.0938, 1.6352, -4.1914)
H (-0.0501, 3.4912, -0.8472)
H (0.4060, 4.7590, -2.9587)
H (0.2238, 3.5326, -5.1797)
H (-0.1581, 1.0281, -5.0918)
N (-0.2921, 1.6565, -1.7852)
C (-0.2512, 0.9821, -2.9626)
C (-0.3773, -0.4722, -2.8168)
N (-0.3896, -0.9249, -1.5256)
C (-0.4357, -2.2605, -1.3449)
C (-0.6386, -2.7088, -3.7181)
C (-0.5994, -3.1757, -2.3927)
H (-0.3443, -2.6110, -0.3157)
H (-0.7054, -4.2371, -2.1690)
C (-0.5134, -1.3322, -3.9140)
H (-0.5641, -0.8802, -4.9039)
H (-0.7693, -3.3841, -4.5688)
Be (-0.6819, 0.5001, -0.5049)
I (2.6508, -1.1082, 0.8370)
C (-3.0139, 0.7176, 1.9940)
C (-3.2343, 0.3003, 0.5589)
O (-4.3420, -0.1498, 0.2613)
O (-2.2521, 0.4561, -0.3080)
H (-3.9676, 0.6927, 2.5275)
H (-2.6019, 1.7275, 2.0692)
H (-2.3408, 0.0172, 2.5055)